Record 1
12
Properties=species:S:1:pos:R:3 method="wB97M-V/def2-TZVPD" e_homo_ev=-16.720 lumo_energy_ev=-7.08 charge=+1 orbital_gap_ev=9.643 relative_energy_kj_mol=428.29
C -0.6180 1.9972 -0.3464
C 1.5299 -0.7504 0.5103
C -0.9980 -0.3367 0.3055
C -0.6883 0.5975 -0.6654
C 0.3943 -0.7316 -0.2041
N -1.0537 2.9950 -0.0587
H 2.3758 -1.3310 0.3046
H 1.8392 -0.2116 1.3661
H -0.9501 0.0167 1.2984
H -1.5915 -1.1879 0.1809
H -0.7262 0.4392 -1.7363
H 0.4868 -1.4964 -0.9549

---

Record 2
19
Properties=species:S:1:pos:R:3 method="wB97M-V/def2-TZVPD" e_homo_ev="-12.161 / -12.162" lumo_energy_ev="-5.49 / -5.49" charge=+1 orbital_gap_ev="6.676 / 6.677" relative_energy_kj_mol=253.46 smiles="NNC(=S)/[NH+]=C/c1ccco1"
N -1.2316 -1.8105 2.5012
N -1.3383 -2.3414 1.1954
C -1.5885 -1.7342 0.0996
S -2.3199 -2.3043 -1.2234
N -0.9993 -0.4753 -0.2599
C 0.3354 -0.2695 -0.1929
C 1.0105 0.7844 -0.8799
C 0.5084 1.6185 -1.9601
C 1.5629 2.4851 -2.2084
C 2.6031 2.1218 -1.3491
O 2.2475 1.1112 -0.6375
H -0.7372 -0.9225 2.7228
H -0.8141 -2.5991 3.1502
H -1.9145 -3.1614 1.1744
H -1.5544 -0.0066 -0.8576
H 0.8073 -0.8144 0.6232
H -0.3971 1.5440 -2.4926
H 1.4883 3.1138 -3.0850
H 3.6518 2.2919 -1.1900

---

Record 3
20
Properties=species:S:1:pos:R:3 method="wB97M-V/def2-TZVPD" e_homo_ev=-4.864 lumo_energy_ev=3.28 charge=-1 orbital_gap_ev=8.139 relative_energy_kj_mol=329.07
C -1.6810 1.5806 0.0306
C -0.6446 0.3738 0.2808
C 0.4209 -0.4192 -0.6294
C -0.2133 0.5527 2.4431
C 1.9042 -0.3179 -0.2257
C 0.2256 -0.2311 -2.1355
O -2.6112 1.5222 0.8679
O -1.3752 2.4264 -0.8030
O -0.5112 -2.0512 1.4067
O -1.6033 -2.2093 -0.8330
S -0.8762 -1.4069 0.1347
H 0.0160 -0.5015 2.5896
H -1.1725 0.9791 2.6341
H 0.5941 1.3239 2.5011
H 2.2701 -0.8732 0.7156
H 2.2498 0.7717 -0.2294
H 2.5075 -0.8760 -0.9769
H -0.6698 0.3322 -2.4331
H 0.1029 -1.2129 -2.6746
H 1.0671 0.2365 -2.6637

---

Record 4
110
Properties=species:S:1:pos:R:3 method="wB97M-V/def2-TZVPD" e_homo_ev=-8.932 lumo_energy_ev=-1.97 charge=0 orbital_gap_ev=6.965 relative_energy_kj_mol=458.09 smiles="O=C1C=C(O)C(=O)C=C1O.C[N+](=O)[O-].C[N+](=O)[O-].C[N+](=O)[O-].C[N+](=O)[O-].COC[C@H](C)N.COC[C@H](C)N.COC[C@H](C)N.COC[C@H](C)N"
O -0.8114 10.2006 2.0852
C 0.0563 9.3570 1.9068
C 1.0871 9.0691 2.8784
C 1.9465 8.0060 2.8024
O 2.8377 7.7559 3.8185
C 1.8846 6.9805 1.5882
O 2.5722 5.9556 1.3964
C 0.8978 7.4037 0.6634
C 0.1485 8.5602 0.6948
O -0.8034 8.8241 -0.2316
H 1.1667 9.6442 3.7891
H 2.8978 6.8153 4.0008
H 0.6118 6.7289 -0.1298
H -1.3350 9.5666 0.0646
C -5.2279 5.4363 -5.0377
N -4.9458 5.4352 -6.5277
O -5.4551 4.5834 -7.2804
O -4.1421 6.2802 -6.9047
H -5.5880 4.4701 -4.6843
H -6.0030 6.1963 -4.9387
H -4.3516 5.8872 -4.5720
C -0.3147 1.4443 -2.4756
N -0.5403 0.5889 -1.2988
O -0.1204 0.8592 -0.2020
O -1.2860 -0.3717 -1.4873
H -0.8649 2.3569 -2.2465
H -0.5897 1.0409 -3.4502
H 0.7175 1.7757 -2.3621
C -6.9727 -1.7731 -2.1429
N -7.8819 -0.6159 -1.8036
O -8.2265 0.1721 -2.7022
O -8.0693 -0.4985 -0.6001
H -6.3011 -1.4841 -2.9513
H -7.7196 -2.5444 -2.3308
H -6.5084 -1.8700 -1.1615
C -3.7960 2.4850 3.7152
N -3.9633 3.5731 2.7325
O -3.8409 4.7572 3.1454
O -4.3624 3.2182 1.6917
H -2.7669 2.1359 3.6311
H -4.4331 1.6740 3.3622
H -4.1927 2.7929 4.6827
C 6.1853 -0.9678 -0.4547
O 6.9288 -1.8370 -1.3065
C 6.5663 -3.2214 -1.5725
C 5.1577 -3.1798 -2.2497
C 4.5785 -4.6559 -2.6513
N 5.3159 -2.5024 -3.4752
H 5.1793 -0.8554 -0.8590
H 6.6733 -0.0059 -0.2980
H 6.0522 -1.5164 0.4777
H 7.3776 -3.6541 -2.1579
H 6.6761 -3.7816 -0.6440
H 4.4811 -2.6428 -1.5850
H 4.7319 -5.3824 -1.8534
H 5.0262 -5.0247 -3.5742
H 3.5018 -4.6475 -2.8207
H 4.5554 -1.8898 -3.7332
H 6.1827 -2.0269 -3.2687
C -3.6329 -5.8064 3.2521
O -4.8983 -6.4383 3.0501
C -5.4723 -6.7748 4.3146
C -6.7499 -7.6113 4.0843
C -7.4037 -8.0298 5.3535
N -6.4025 -8.8738 3.5052
H -3.2347 -5.6292 2.2530
H -2.8584 -6.2264 3.8938
H -3.7328 -4.8114 3.6857
H -4.7462 -7.4299 4.7960
H -5.7262 -5.9407 4.9688
H -7.4560 -7.0071 3.5147
H -6.7922 -8.5686 6.0774
H -8.2012 -8.6902 5.0130
H -7.8935 -7.2027 5.8674
H -5.8601 -8.6320 2.6882
H -7.2236 -9.3142 3.1154
C 4.2864 2.4092 6.7130
O 4.9394 3.0237 7.8015
C 5.8783 2.2421 8.5243
C 6.6231 3.1690 9.4985
C 7.4222 4.4312 9.0752
N 7.4041 2.4712 10.4840
H 4.9991 2.2253 5.9091
H 3.4335 2.8774 6.2216
H 3.9616 1.4518 7.1204
H 5.4147 1.3879 9.0178
H 6.6240 1.9082 7.8028
H 5.8260 3.4506 10.1865
H 6.7982 5.1636 8.5631
H 8.2827 4.1326 8.4765
H 7.8460 5.0222 9.8871
H 7.0161 1.6971 11.0039
H 7.4846 3.2610 11.1084
C -0.4654 -0.9204 -10.2816
O -0.4007 -1.7620 -9.1656
C 0.7211 -2.5837 -9.0400
C 0.6227 -3.8458 -9.9398
C -0.8249 -4.6038 -9.9563
N 1.6665 -4.7824 -9.5083
H 0.5324 -0.5646 -10.5381
H -1.1080 -0.0740 -10.0392
H -0.9518 -1.4468 -11.1029
H 1.6102 -2.0129 -9.3078
H 0.8081 -2.9713 -8.0250
H 0.9688 -3.5242 -10.9221
H -1.1731 -5.1410 -9.0741
H -1.0672 -5.1129 -10.8891
H -1.6089 -3.8466 -9.9607
H 2.5723 -4.3661 -9.6706
H 1.5621 -4.8599 -8.5067

---

Record 5
67
Properties=species:S:1:pos:R:3 method="wB97M-V/def2-TZVPD" e_homo_ev=-2.658 lumo_energy_ev=0.77 charge=-1 orbital_gap_ev=3.425 relative_energy_kj_mol=0.00
Sr -2.0316 -14.9700 -7.6147
Se 2.5280 -21.3549 -10.7669
N 2.8848 -19.8804 -9.8239
C 1.7445 -19.2847 -9.4904
C 1.6278 -18.0704 -8.7555
C 2.8168 -17.4099 -8.3627
C 2.7074 -16.2103 -7.6915
C 1.4158 -15.6329 -7.6087
N 0.3124 -16.2484 -8.0174
C 0.3578 -17.5153 -8.6235
C -0.8940 -18.1778 -9.0756
N -2.0721 -17.5371 -8.9880
C -3.1595 -18.0509 -9.5572
C -3.1385 -19.2750 -10.2227
C -1.9518 -19.9735 -10.3055
C -0.8336 -19.4321 -9.6531
C 0.5315 -20.0064 -9.8387
N 0.7414 -21.1136 -10.5269
H 3.7330 -17.9259 -8.6110
H 3.5487 -15.6345 -7.3535
H 1.2494 -14.6086 -7.3197
H -4.0437 -17.4606 -9.4539
H -4.0009 -19.6509 -10.7511
H -1.8850 -20.9309 -10.8651
S -0.4330 -12.7398 -9.0840
C -1.2782 -12.7453 -10.5385
C -0.7265 -11.8296 -11.5180
N -0.2912 -11.0980 -12.3462
C -2.4673 -13.5003 -10.9706
S -3.4530 -14.5470 -10.2078
C -2.8959 -13.2569 -12.3092
N -3.2698 -13.1712 -13.3952
C -4.7600 -18.3246 -5.6980
C -4.3605 -16.8886 -5.9081
O -3.1210 -16.6233 -6.1405
C -5.3548 -15.8086 -5.7465
C -6.5697 -16.0343 -5.0551
C -7.5177 -15.0468 -4.8781
C -7.3210 -13.7678 -5.4416
C -6.2176 -13.5222 -6.2298
C -5.1658 -14.4781 -6.3922
O -4.1908 -14.1178 -7.1170
H -3.9621 -18.9412 -6.1679
H -5.7639 -18.6522 -6.1744
H -4.7019 -18.5246 -4.6333
H -6.7170 -16.9936 -4.5298
H -8.4243 -15.2853 -4.2807
H -8.0562 -12.9907 -5.1709
H -6.1807 -12.5242 -6.7091
N -0.7700 -16.9846 -4.4670
C -0.3100 -15.7357 -4.4397
N -0.8529 -14.6924 -5.0851
C -0.2668 -13.4774 -4.7748
C 0.8714 -13.6474 -3.9862
S 1.1464 -15.3011 -3.5044
C -0.7723 -12.2602 -5.4247
C -0.2766 -10.9445 -5.3877
S -1.3278 -9.8511 -6.1805
C -2.3490 -11.2550 -6.5893
N -1.9246 -12.4130 -6.1431
N -3.4966 -11.2118 -7.3005
H -1.6349 -17.2037 -4.9354
H -0.2621 -17.7319 -4.0339
H 1.5591 -12.8356 -3.6908
H 0.6236 -10.6534 -4.9095
H -3.9812 -10.3395 -7.3618
H -4.0565 -12.0997 -7.3804